The following is a DFT calculation (wB97M-V/def2-TZVPD) of a molecular structure, C44H51AuN5OP2Si2.

Values from the calculation:
HOMO-LUMO gap: 7.25 eV
E_tot: -3453.61689 hartree
E_HOMO: -10.7 eV
total charge: +1

Geometry as XYZ:
```
106
Properties=species:S:1:pos:R:3:forces:R:3:lowdin_charge:R:1
Au 0.51083 0.16532 0.17750 -0.007 -0.287 0.585 1.043
C -0.48174 4.72787 1.87214 -0.030 0.048 -0.021 -0.158
Si 0.08052 2.96996 2.13699 0.017 -0.027 0.009 0.330
C -0.83269 2.22105 3.57986 0.011 -0.014 0.038 -0.170
C 1.92879 2.89521 2.38396 0.028 0.016 0.062 -0.174
N -0.23249 2.04797 0.69099 -0.100 -0.063 -0.262 -0.358
P -1.47424 1.95380 -0.35507 -0.054 0.017 0.146 0.710
C -1.28366 0.28266 -0.83131 0.023 0.284 -0.302 -0.410
P -0.54673 -0.56022 -2.16925 0.154 -0.323 0.070 0.698
N 0.67894 -1.25641 -1.34148 -0.254 0.242 -0.073 -0.362
Si 1.48283 -2.80717 -1.40936 0.039 0.023 0.039 0.327
C 2.20480 -3.02365 -3.11513 0.018 0.004 -0.045 -0.164
C 2.82803 -2.74929 -0.12261 0.036 -0.052 -0.007 -0.176
C 0.28649 -4.19677 -1.06487 -0.036 -0.036 0.007 -0.160
C 0.08357 0.44334 -3.52001 -0.012 -0.014 0.034 -0.312
C -0.80735 1.02959 -4.41843 0.053 0.001 -0.024 -0.089
C -0.32693 1.85349 -5.42288 -0.052 0.006 0.015 -0.072
C 1.03740 2.09152 -5.53303 0.016 0.005 0.004 -0.068
C 1.92412 1.51400 -4.63591 0.001 -0.011 0.018 -0.065
C 1.44870 0.69142 -3.62403 -0.030 0.033 -0.043 -0.081
C -1.69001 -1.73572 -2.89151 -0.019 0.066 0.005 -0.307
C -2.75941 -2.19982 -2.12583 0.016 -0.024 -0.031 -0.080
C -3.58237 -3.19729 -2.62546 0.021 0.018 0.006 -0.065
C -3.32972 -3.74074 -3.87828 -0.010 -0.005 0.005 -0.062
C -2.26415 -3.28253 -4.64200 0.008 0.000 -0.012 -0.061
C -1.44675 -2.27517 -4.15473 -0.016 0.019 0.008 -0.085
C -3.05228 2.17499 0.47869 0.019 -0.075 -0.016 -0.298
C -3.59302 1.08060 1.15644 -0.012 0.054 -0.013 -0.081
C -4.71225 1.24556 1.95635 0.016 0.007 -0.018 -0.070
C -5.29014 2.50188 2.08918 -0.002 -0.013 0.010 -0.063
C -4.75278 3.59374 1.42153 -0.012 0.019 -0.008 -0.061
C -3.63523 3.43423 0.61598 0.002 -0.022 -0.001 -0.093
C -1.39556 3.17187 -1.66815 -0.033 -0.033 0.028 -0.308
C -0.17715 3.77351 -1.97175 -0.024 0.024 -0.045 -0.079
C -0.09302 4.65297 -3.04090 0.012 -0.014 0.031 -0.065
C -1.22042 4.93047 -3.80186 0.018 -0.002 -0.012 -0.069
C -2.43241 4.31890 -3.51088 -0.031 -0.029 0.002 -0.068
C -2.52291 3.43280 -2.44887 0.069 0.054 0.003 -0.090
H -0.08801 5.37739 2.65794 0.001 -0.015 0.004 0.041
H -1.57095 4.80583 1.90123 0.032 0.002 0.002 0.018
H -0.13664 5.12103 0.91307 0.010 0.005 0.011 0.030
H -0.53477 2.68727 4.52367 -0.017 -0.003 -0.012 0.045
H -0.64457 1.14671 3.65654 -0.001 0.025 0.006 0.013
H -1.91119 2.36054 3.46023 0.012 -0.001 -0.016 0.028
H 2.20878 3.24978 3.37907 0.021 -0.001 -0.022 0.039
H 2.44474 3.51851 1.65041 -0.013 -0.002 -0.002 0.035
H 2.31216 1.87758 2.27060 -0.015 0.006 -0.003 -0.003
H 2.89467 -2.21479 -3.36513 -0.005 -0.008 0.001 0.029
H 1.42207 -3.04770 -3.87729 0.011 0.000 0.000 0.019
H 2.75636 -3.96453 -3.18407 -0.015 0.000 0.005 0.040
H 3.50130 -1.90472 -0.28918 -0.010 -0.004 -0.010 0.032
H 3.42608 -3.66308 -0.16845 0.003 0.022 0.026 0.039
H 2.42208 -2.66675 0.88754 0.000 -0.007 -0.014 0.005
H -0.47198 -4.26863 -1.84887 0.004 -0.001 0.013 0.023
H -0.22888 -4.05929 -0.11158 0.004 -0.010 -0.002 0.016
H 0.81228 -5.15406 -1.02137 -0.007 0.007 -0.010 0.040
H -1.87080 0.83282 -4.33960 -0.003 0.008 -0.010 0.117
H -1.01631 2.30736 -6.12278 0.007 0.000 -0.001 0.112
H 1.40963 2.72864 -6.32488 0.001 -0.001 0.002 0.111
H 2.98665 1.69811 -4.72605 -0.004 0.004 -0.005 0.110
H 2.12782 0.23333 -2.91634 0.007 -0.002 -0.004 0.092
H -2.93166 -1.77331 -1.14533 -0.012 -0.002 0.002 0.091
H -4.41758 -3.55440 -2.03785 0.000 -0.002 -0.001 0.109
H -3.96929 -4.52382 -4.26424 0.002 0.003 0.001 0.111
H -2.07476 -3.70580 -5.61938 -0.002 0.002 0.001 0.112
H -0.62492 -1.90481 -4.75606 -0.007 -0.007 0.000 0.108
H -3.12362 0.11076 1.04731 -0.012 -0.010 0.010 0.089
H -5.13338 0.39583 2.47713 -0.007 -0.001 0.003 0.101
H -6.16535 2.62990 2.71321 0.006 0.003 -0.002 0.111
H -5.20535 4.57086 1.52668 0.000 -0.003 -0.002 0.112
H -3.21611 4.28948 0.10019 -0.010 -0.004 -0.001 0.108
H 0.69373 3.55297 -1.36644 0.003 0.002 0.003 0.103
H 0.85151 5.12580 -3.27561 -0.004 0.004 -0.006 0.113
H -1.15404 5.62664 -4.62795 0.000 -0.001 0.001 0.112
H -3.30861 4.53594 -4.10782 0.007 0.002 -0.001 0.112
H -3.46951 2.95853 -2.21746 -0.005 0.005 -0.010 0.113
C -4.71414 -0.24972 5.71911 0.033 -0.026 0.012 -0.049
C -3.34552 -0.65886 6.19539 -0.021 0.018 -0.009 -0.269
C -2.25036 0.18569 6.06387 -0.005 -0.011 0.011 -0.035
C -0.98790 -0.18582 6.50662 0.006 0.022 0.015 -0.020
C -0.79582 -1.43756 7.07240 0.001 0.056 0.050 -0.273
N 0.47055 -1.88568 7.53565 -0.043 0.067 0.013 0.135
C 1.72438 -1.50637 7.12268 -0.010 -0.222 -0.132 -0.524
O 2.68857 -1.55482 7.85212 -0.011 0.093 0.053 0.090
N 1.87361 -1.08548 5.79856 0.018 0.022 0.016 0.142
C 1.18957 -1.48664 4.65024 -0.013 0.038 -0.025 -0.214
C 0.31039 -2.56264 4.58562 0.017 -0.052 -0.002 0.013
C -0.34002 -2.82205 3.39251 -0.012 -0.020 0.022 -0.022
C -0.08626 -2.03086 2.28931 0.024 0.022 0.001 -0.162
N 0.79516 -1.02727 2.33077 0.159 0.082 -0.179 -0.014
C 1.40972 -0.76303 3.47844 0.014 0.051 0.000 -0.081
C -1.88395 -2.29287 7.21462 -0.004 -0.027 0.018 -0.026
C -3.14142 -1.90126 6.79121 0.003 -0.015 -0.013 -0.035
H -4.71506 0.78015 5.36285 0.001 -0.003 0.000 0.070
H -5.44865 -0.33350 6.52101 -0.003 0.015 -0.003 0.085
H -5.05135 -0.89335 4.90350 -0.001 0.006 0.002 0.077
H -2.38410 1.16501 5.62118 -0.002 -0.012 0.012 0.095
H -0.15784 0.50296 6.41437 -0.008 -0.009 0.004 0.117
H 0.49400 -2.27550 8.46620 0.018 0.012 0.005 0.159
H 2.79520 -0.69930 5.65688 -0.002 -0.008 0.005 0.154
H 0.13959 -3.18598 5.45039 0.014 -0.003 -0.029 0.119
H -1.03841 -3.64419 3.31776 0.002 0.005 0.002 0.117
H -0.58828 -2.19797 1.34358 0.009 -0.002 0.008 0.084
H 2.10706 0.06756 3.48498 -0.013 -0.007 0.001 0.109
H -1.73730 -3.26941 7.66169 -0.007 0.003 -0.005 0.120
H -3.97880 -2.57729 6.92046 0.008 0.001 0.001 0.119
```
Forces are in eV/Å.

The following is a DFT calculation (wB97M-V/def2-TZVPD) of a molecular structure, C44H51CaN5O8P2Se2.

Values from the calculation:
HOMO-LUMO gap: 8.18 eV
E_tot: -8746.37256 hartree
E_HOMO: -7.8 eV

Geometry as XYZ:
```
113
Properties=species:S:1:pos:R:3:forces:R:3:lowdin_charge:R:1
Ca 1.04615 0.52445 0.79359 -0.473 -0.910 0.272 1.344
C 3.92737 0.19610 -0.26213 0.118 0.135 -0.024 -0.159
C 3.88048 -1.03419 0.61432 0.014 -0.055 0.040 -0.139
O 2.80428 -0.97193 1.55894 0.009 0.247 -0.093 -0.244
C 3.09756 -0.74792 2.93939 0.021 -0.135 0.005 -0.163
C 3.17823 0.72562 3.29472 0.055 0.029 0.043 -0.145
O 2.08697 1.39793 2.66201 -0.135 0.024 0.073 -0.299
C 1.30592 2.30671 3.42646 0.004 0.147 -0.070 -0.172
C 0.56254 3.21541 2.46726 0.023 0.016 0.146 -0.163
O -0.20970 2.46062 1.52779 0.098 0.151 -0.068 -0.252
C -0.69438 3.28112 0.44967 -0.013 0.026 0.022 -0.145
C -0.77259 2.45684 -0.81971 -0.061 0.006 -0.096 -0.148
O 0.47596 1.80337 -0.95877 -0.002 0.158 -0.048 -0.308
C 1.13167 1.62770 -2.21055 0.050 0.045 -0.029 -0.145
C 2.58667 1.38280 -1.86392 0.012 0.011 -0.084 -0.152
O 2.65125 0.31911 -0.90039 0.209 -0.008 -0.142 -0.254
H 4.71910 0.07267 -1.00900 -0.050 -0.050 -0.058 0.143
H 4.14532 1.10045 0.31635 -0.026 0.003 0.038 0.105
H 4.83560 -1.15843 1.12880 0.010 0.032 0.028 0.137
H 3.68831 -1.91871 0.00631 0.012 -0.007 -0.040 0.138
H 4.02933 -1.24926 3.21461 0.013 -0.002 -0.001 0.135
H 2.27261 -1.22411 3.46834 -0.023 0.024 0.043 0.101
H 4.09176 1.20148 2.93902 0.017 -0.021 0.014 0.105
H 3.10976 0.82682 4.38129 -0.001 0.007 0.001 0.141
H 1.94739 2.95240 4.03334 0.056 -0.060 0.022 0.144
H 0.63137 1.75305 4.08612 -0.050 -0.015 -0.021 0.109
H 1.28995 3.80965 1.91127 0.047 0.005 0.024 0.100
H -0.08521 3.87499 3.05409 -0.052 0.012 -0.054 0.144
H 0.00736 4.09815 0.27717 0.011 -0.007 -0.013 0.106
H -1.68223 3.67631 0.70360 0.005 0.000 0.026 0.139
H -0.97554 3.12972 -1.65550 0.091 -0.010 -0.047 0.143
H -1.56496 1.70136 -0.77698 -0.035 0.008 0.025 0.134
H 1.06811 2.54179 -2.80478 -0.042 0.024 0.037 0.135
H 0.68737 0.78250 -2.73977 0.009 -0.042 0.012 0.121
H 3.00833 2.28126 -1.41290 -0.030 0.014 -0.019 0.092
H 3.14868 1.10830 -2.76155 -0.019 -0.073 0.001 0.142
Se -2.93665 -5.91632 -0.01784 0.038 0.042 0.069 0.336
P -2.48381 -4.42394 -1.43307 0.022 -0.044 0.010 0.535
C -1.69819 -5.11436 -2.91312 -0.050 -0.008 -0.019 -0.358
C -0.42086 -5.65738 -2.79977 0.000 -0.011 0.015 -0.099
C 0.17328 -6.26259 -3.89169 0.002 0.002 0.016 -0.077
C -0.50720 -6.33839 -5.10167 -0.007 0.002 -0.013 -0.086
C -1.78045 -5.80583 -5.21496 0.001 -0.003 -0.006 -0.079
C -2.37848 -5.19229 -4.12115 0.031 0.019 0.028 -0.071
C -3.95769 -3.54442 -2.04193 0.070 0.042 -0.049 -0.378
C -3.82604 -2.29171 -2.63944 -0.034 -0.016 0.018 -0.070
C -4.94999 -1.63393 -3.11445 -0.002 0.003 0.007 -0.070
C -6.20219 -2.22561 -3.00541 -0.003 0.008 -0.003 -0.082
C -6.33125 -3.47660 -2.42045 0.023 -0.041 -0.052 -0.093
C -5.21028 -4.13461 -1.93286 -0.007 -0.045 -0.084 -0.125
C -1.35721 -3.10229 -0.94557 -0.003 -0.008 -0.024 -0.417
C -1.13015 -2.30173 0.18002 -0.095 -0.030 -0.066 -0.416
N -0.22271 -1.37709 -0.19862 0.142 0.112 0.136 -0.130
N 0.09978 -1.59797 -1.46137 0.010 0.131 -0.132 -0.049
N -0.56949 -2.62071 -1.93388 0.027 0.002 0.045 0.001
P -1.84591 -2.10621 1.81442 -0.153 -0.084 -0.047 0.619
Se -0.75744 -0.69367 2.97230 0.152 0.150 0.137 0.426
C -1.85741 -3.69491 2.65673 0.110 -0.004 -0.075 -0.396
C -2.88486 -4.06561 3.51488 0.009 0.000 -0.058 -0.084
C -2.80213 -5.26768 4.20117 -0.025 0.012 0.000 -0.073
C -1.69238 -6.08422 4.04335 0.016 -0.009 0.016 -0.077
C -0.65254 -5.69737 3.20888 0.008 -0.010 0.003 -0.082
C -0.73213 -4.50221 2.51779 -0.029 -0.033 -0.043 -0.118
C -3.55849 -1.58201 1.53873 0.019 -0.029 -0.070 -0.336
C -4.46371 -2.46222 0.94608 0.007 0.026 0.067 -0.089
C -5.74523 -2.03013 0.64262 -0.014 -0.002 0.059 -0.067
C -6.12484 -0.72480 0.92434 0.016 -0.001 0.000 -0.070
C -5.22289 0.15189 1.50934 -0.011 0.018 -0.001 -0.077
C -3.93860 -0.27373 1.81611 -0.002 0.009 0.051 -0.105
H 0.10514 -5.60141 -1.85450 -0.001 -0.008 -0.005 0.106
H 1.16850 -6.67823 -3.80153 0.000 0.001 0.000 0.103
H -0.04179 -6.81436 -5.95532 0.001 0.000 0.003 0.101
H -2.31301 -5.86489 -6.15537 -0.003 0.002 0.003 0.103
H -3.37251 -4.77508 -4.21452 -0.006 -0.001 -0.016 0.102
H -2.84641 -1.83845 -2.73090 -0.014 0.005 -0.006 0.101
H -4.84838 -0.65821 -3.57209 -0.003 -0.001 0.000 0.104
H -7.07796 -1.70924 -3.37782 0.000 0.000 -0.001 0.104
H -7.30608 -3.94060 -2.33851 -0.003 -0.002 0.003 0.107
H -5.29579 -5.10386 -1.45536 -0.005 0.004 0.004 0.071
H -3.74835 -3.42730 3.64339 -0.052 0.028 -0.029 0.111
H -3.60824 -5.56768 4.85786 0.002 0.004 -0.001 0.106
H -1.63528 -7.02499 4.57575 -0.004 0.000 -0.006 0.105
H 0.21216 -6.33592 3.08501 -0.002 0.002 0.001 0.107
H 0.06881 -4.20158 1.85213 -0.006 -0.011 0.000 0.111
H -4.16854 -3.48231 0.72088 -0.039 -0.003 0.100 0.043
H -6.44369 -2.71310 0.17725 0.028 0.034 0.055 0.100
H -7.12666 -0.39041 0.68607 -0.002 -0.002 -0.002 0.105
H -5.52031 1.16874 1.73150 0.006 0.001 0.000 0.103
H -3.22654 0.39832 2.28007 -0.014 0.000 -0.013 0.054
C 2.00106 7.05185 1.35611 0.015 -0.006 -0.012 -0.067
C 2.59844 7.16403 -0.04072 0.008 0.023 0.003 -0.176
C 3.55833 6.01655 -0.39205 -0.017 0.023 0.020 -0.315
C 4.08376 6.21709 -1.82866 -0.006 -0.021 -0.002 -0.169
C 5.03916 5.12340 -2.29080 -0.009 0.005 -0.003 -0.068
C 4.74886 6.08664 0.54204 0.003 0.042 0.016 -0.440
O 5.41571 7.09270 0.67996 -0.008 -0.036 0.000 0.089
N 5.04606 4.93602 1.21369 0.042 -0.032 -0.083 0.207
C 4.36627 3.71023 1.10378 -0.115 0.094 0.209 -0.522
O 4.85262 2.76321 1.72279 0.043 0.013 -0.077 0.003
N 3.22843 3.62873 0.38576 -0.007 -0.041 0.013 0.171
C 2.80175 4.68054 -0.34443 0.109 -0.039 -0.185 -0.474
O 1.79684 4.59428 -1.05876 -0.065 0.027 0.093 0.028
H 1.33819 7.89227 1.56376 0.003 0.001 0.005 0.076
H 2.78005 7.04802 2.12230 -0.010 -0.001 0.000 0.082
H 1.41506 6.13571 1.45917 -0.008 -0.019 0.011 0.058
H 3.15781 8.09653 -0.13109 -0.004 0.003 -0.006 0.120
H 1.80661 7.16779 -0.79036 -0.004 -0.017 0.000 0.118
H 4.57949 7.18888 -1.86432 -0.001 0.002 0.006 0.122
H 3.21111 6.25556 -2.48206 -0.002 -0.007 0.000 0.118
H 5.93500 5.08571 -1.66714 0.002 -0.007 -0.004 0.081
H 5.36005 5.30195 -3.31732 0.006 -0.001 0.002 0.075
H 4.56230 4.14062 -2.25764 0.006 0.007 -0.001 0.068
H 5.87934 4.92876 1.78398 -0.012 0.004 0.008 0.158
```
Forces are in eV/Å.